1.
Below is 3 unconnected molecules or ions with the total composition C12H18O9 in a non-equilibrium geometry, with properties calculated with ωB97M-V/def2-TZVPD.

HOMO   -10.6 eV
SMILES   C[C@H]1COC(=O)O1.C[C@H]1COC(=O)O1.C[C@H]1COC(=O)O1
Frontier orbital gap   0.4124 hartree
Lowest unoccupied orbital energy   0.6 eV

Geometry as XYZ:
```
39
Properties=species:S:1:pos:R:3:forces:R:3
C -4.5424 -3.0697 2.0169 1.373 -1.564 -1.080
C -3.2993 -3.8411 1.4417 -1.071 0.974 1.578
C -3.0117 -3.6771 0.0078 -0.213 -0.001 -2.477
O -1.7465 -3.0115 -0.1425 -0.540 0.131 0.120
C -1.2837 -2.7883 1.0842 2.380 -0.515 0.680
O -0.1836 -2.3694 1.3524 -1.502 0.087 -0.357
O -2.1325 -3.2797 1.9958 0.578 0.244 1.680
H -4.4073 -2.0120 1.7908 -0.277 -0.014 0.382
H -4.5896 -3.3606 3.0663 -0.165 0.628 0.033
H -5.3999 -3.4972 1.4972 -0.275 0.309 0.082
H -3.3921 -4.8903 1.7222 0.257 -0.009 0.119
H -3.7371 -3.0215 -0.4739 -0.190 -0.451 -0.318
H -2.8859 -4.6556 -0.4557 -0.381 0.229 -0.444
C -1.6073 2.0172 0.6624 -0.714 0.077 -1.449
C -2.3924 2.5640 -0.5838 -0.010 -0.382 2.523
C -2.6665 1.4619 -1.5472 4.074 0.005 -2.081
O -3.9849 1.2022 -1.5956 -2.104 -2.034 -1.412
C -4.6710 2.0606 -0.9072 4.916 1.866 2.658
O -5.7680 2.0883 -0.5948 -4.637 -0.068 0.067
O -3.7292 2.9137 -0.2601 -0.798 0.868 -0.451
H -0.8307 1.4924 0.1060 0.540 -0.265 0.807
H -2.2540 1.3105 1.1825 0.146 -0.144 0.014
H -1.1866 2.7178 1.3837 -0.158 0.211 -0.358
H -1.7822 3.3483 -1.0316 -0.569 0.387 -0.047
H -2.0527 0.5789 -1.3692 -0.414 -0.291 0.240
H -2.3175 1.8416 -2.5075 -0.228 -0.293 -0.495
C 7.4761 1.6835 -0.7477 -0.583 -1.731 0.381
C 6.0795 1.0315 -0.3362 4.997 1.586 -0.747
C 5.1197 2.1035 -0.0066 -0.944 -1.330 0.913
O 3.9681 1.3735 -0.4007 -2.111 0.126 -0.658
C 4.2452 0.4621 -1.3823 -3.426 -0.831 -2.117
O 3.3515 -0.0584 -2.0912 3.866 1.754 2.749
O 5.5834 0.3019 -1.4479 -1.208 0.060 -0.104
H 8.0002 0.9228 -1.3262 0.079 0.119 -0.198
H 8.1043 1.8268 0.1314 -0.197 0.320 0.091
H 7.4005 2.5953 -1.3401 -0.244 -0.100 0.134
H 6.2402 0.3394 0.4904 -0.169 0.011 0.010
H 5.1845 3.0914 -0.4625 0.119 -0.273 -0.432
H 5.1014 2.2035 1.0786 -0.201 0.304 -0.034
```
Positions in Å, forces in eV/Å.

These are the Löwdin partial charges, in e, on atoms 1 to 6:
1. C 0.0034
2. C -0.3318
3. C -0.0965
4. O 0.0852
5. C -0.5743
6. O 0.1425


2.
Below is C3H6O in the gas phase in a non-equilibrium geometry, with properties calculated with ωB97M-V/def2-TZVPD.

HOMO   -8.9 eV
SMILES   C=COC
Frontier orbital gap   0.3671 hartree
Lowest unoccupied orbital energy   1.1 eV

Geometry as XYZ:
```
10
Properties=species:S:1:pos:R:3:forces:R:3
C 1.2071 1.4626 -0.2878 -0.532 0.988 -0.149
C 0.3549 0.4598 -0.4339 0.267 -0.517 -0.555
O -0.6170 0.2008 0.4652 -0.791 -0.460 -0.113
C -1.0090 -1.1886 0.5679 -1.530 1.740 0.957
H 1.9042 1.5045 -1.1406 -0.160 0.750 0.853
H 0.9874 2.2702 0.4894 0.950 -1.308 -1.147
H 0.4203 -0.1787 -1.3582 -0.157 0.275 1.160
H -2.0877 -1.3403 0.2241 1.227 0.367 1.154
H -0.4492 -1.7024 -0.1181 1.561 -1.660 -1.585
H -0.7110 -1.4879 1.5921 -0.837 -0.174 -0.575
```
Positions in Å, forces in eV/Å.

These are the Löwdin partial charges, in e, on atoms 1 to 6:
1. C -0.0020
2. C -0.3072
3. O -0.1527
4. C -0.0598
5. H 0.0541
6. H 0.0916


3.
Below is a molecular structure, C18H34CaCl2F3N4O3S6SbSi2Te in a non-equilibrium geometry, with properties calculated with ωB97M-V/def2-TZVPD.

HOMO   -1.0 eV
Frontier orbital gap   0.1481 hartree
Lowest unoccupied orbital energy   3.1 eV
Net charge   -2

Geometry as XYZ:
```
75
Properties=species:S:1:pos:R:3:forces:R:3
Ca -0.5954 -0.6475 3.5196 0.969 2.817 1.081
C 3.7513 -0.2224 1.3073 0.636 0.601 -0.037
C 2.3414 -0.4593 1.7075 -1.023 1.167 0.698
N 1.7127 0.2598 2.6190 1.744 -0.739 -0.243
N 2.4579 1.1226 3.2944 1.217 0.643 -1.327
C 1.8972 1.9498 4.3284 -2.698 -0.579 0.558
N 2.9568 2.7623 4.8450 -0.229 0.967 0.225
S 0.9541 0.8896 5.4844 1.197 -1.572 0.012
C 1.5595 -1.4800 1.0482 -1.037 -1.090 -0.909
C 2.1728 -2.4843 0.2520 -0.749 0.557 0.637
C 1.3941 -3.4272 -0.4108 0.342 0.797 0.468
C 0.0201 -3.3536 -0.2834 -1.261 -0.069 0.235
C -0.5344 -2.4129 0.6060 0.975 0.509 -0.967
N 0.1994 -1.4669 1.2105 0.497 -0.695 -0.034
H 3.9576 0.8672 1.1468 -0.206 -0.732 0.060
H 3.9682 -0.7291 0.3673 0.106 0.152 0.094
H 4.4694 -0.5679 2.0692 -0.176 0.082 -0.111
H 3.3200 1.5098 2.8310 -1.268 -0.507 0.584
H 3.8128 2.2486 5.0220 -0.319 -0.412 0.144
H 2.6424 3.1961 5.7335 0.023 -0.342 -0.779
H 3.2486 -2.5266 0.2073 0.046 -0.122 -0.094
H 1.9395 -4.1612 -0.9781 -0.311 -0.331 -0.344
H -0.7049 -3.9866 -0.8203 0.720 0.095 0.317
H -1.6148 -2.3560 0.7477 0.327 -0.076 0.098
S -2.5804 4.6302 4.5661 0.144 -0.092 0.153
Sb -1.1680 3.0198 5.4711 -0.097 -0.041 0.267
S 0.3539 2.9290 3.6104 1.867 0.325 -0.933
S -2.4266 1.0257 5.3225 -0.031 -0.266 -0.183
S 0.2573 3.5099 7.2296 -0.662 0.588 0.186
Cl -4.2486 2.9471 0.7586 -0.023 0.269 -0.129
C -3.5492 2.0864 2.1333 0.225 -0.427 0.838
Cl -2.0996 1.1689 1.5964 -0.130 -0.095 -0.376
H -4.2935 1.3605 2.4650 0.323 0.180 0.055
H -3.2151 2.7575 2.9562 -0.313 -0.042 -0.542
F -2.8115 -4.3001 5.3067 -0.047 -0.118 0.357
C -1.5837 -3.8131 5.3654 0.324 1.963 1.566
F -0.7405 -4.6756 5.9008 -0.054 -0.663 0.517
F -1.5980 -2.6831 6.2500 -0.004 -2.179 -2.284
S -1.0012 -3.4838 3.6672 -0.189 1.712 -0.353
O 0.3944 -3.0807 3.7823 -0.733 0.327 0.342
O -1.2644 -4.6145 2.8713 -0.095 -2.226 -0.407
O -1.9082 -2.3829 3.2903 -0.077 -0.303 0.357
C 3.8190 -0.3313 -3.1810 0.838 -0.164 0.041
Si 2.4237 0.3696 -4.1879 -0.370 0.565 0.060
C 3.0135 1.3108 -5.7240 0.252 0.192 -0.315
C 1.4312 -1.1251 -4.7449 -0.983 0.141 -0.379
C 1.5404 1.6719 -3.1305 -0.871 0.797 -0.127
Te 0.1245 0.9420 -1.6054 -0.176 0.004 -0.288
C -1.7838 1.8681 -2.2312 0.272 0.341 0.236
Si -3.1867 0.7651 -2.9029 1.046 0.409 -0.103
C -2.4926 -0.0197 -4.4873 0.071 0.632 -0.514
C -3.7641 -0.5478 -1.6972 -0.263 0.016 0.077
C -4.5687 1.9721 -3.2755 -0.453 0.802 -0.342
H 4.6610 -0.6422 -3.8347 -0.372 0.142 0.328
H 3.4315 -1.2438 -2.7114 0.166 0.170 0.189
H 4.2222 0.3493 -2.4076 -0.232 -0.338 -0.333
H 3.6782 0.6867 -6.3842 -0.577 0.683 0.557
H 3.5422 2.2527 -5.4165 -0.320 -0.851 -0.344
H 2.1106 1.6210 -6.3013 0.632 -0.218 0.249
H 2.0071 -1.6605 -5.5097 0.074 -0.029 0.159
H 0.4807 -0.8214 -5.2604 0.672 -0.255 0.566
H 1.1852 -1.8291 -3.9234 0.096 0.482 -0.417
H 0.9042 2.3955 -3.7174 0.642 -0.783 0.288
H 2.2806 2.3176 -2.6053 -0.420 -0.511 -0.245
H -1.5197 2.6487 -3.0015 -0.288 -0.641 0.826
H -2.1369 2.3593 -1.2888 0.375 -0.130 -0.814
H -1.8062 -0.8302 -4.1910 -0.293 0.163 -0.290
H -1.9070 0.7290 -5.0989 -0.491 -0.652 0.729
H -3.2965 -0.3789 -5.1559 0.369 -0.171 0.325
H -2.9948 -1.3230 -1.5613 -0.261 0.167 0.000
H -4.7195 -1.0156 -2.0164 0.579 0.165 0.068
H -3.9545 -0.0684 -0.7249 0.114 -0.162 -0.165
H -4.2444 2.7321 -4.0547 -0.323 -0.763 0.973
H -4.9129 2.5152 -2.3399 0.345 -0.649 -1.139
H -5.4110 1.4050 -3.7250 0.199 0.416 0.346
```
Positions in Å, forces in eV/Å.

These are the Löwdin partial charges, in e, on atoms 1 to 6:
1. Ca 0.9639
2. C -0.0450
3. C -0.2969
4. N 0.0173
5. N -0.1144
6. C -1.1961


4.
Below is 3 unconnected molecules or ions with the total composition FHN2O3 in a non-equilibrium geometry, with properties calculated with ωB97M-V/def2-TZVPD.

HOMO (alpha / beta)   -10.9 / -10.5 eV
Frontier orbital gap (alpha / beta)   0.3233 / 0.3127 hartree
Lowest unoccupied orbital energy (alpha / beta)   -2.1 / -2.0 eV

Geometry as XYZ:
```
7
Properties=species:S:1:pos:R:3:forces:R:3
N 1.0062 -0.2252 -0.1850 -0.222 -0.444 0.068
N -0.6642 0.0877 1.1369 0.816 -0.588 -1.081
O -0.6392 1.2369 1.3857 -0.199 0.388 0.351
O -1.3591 -0.8361 1.3180 -0.310 -0.004 0.310
O 0.8716 -0.8719 -1.1860 -0.012 0.518 0.790
F -0.3749 -0.1921 -2.1981 0.039 0.167 0.053
H 1.1597 0.8008 -0.2714 -0.112 -0.037 -0.490
```
Positions in Å, forces in eV/Å.

These are the Löwdin partial charges, in e, on atoms 1 to 6:
1. N 0.0716
2. N -0.2685
3. O 0.1301
4. O 0.1638
5. O 0.0204
6. F -0.2413


ΔE to the lowest compared entry with this formula, charge and spin for every record listed, in sequence, given in eV: 2.335; 1.797; 1.451; 3.673.
Total energy for every record listed, in sequence, given in hartree: -1145.18808; -193.07716; -6525.26164; -435.37189.